# 1
A gas-phase ion, C4H9N2O (charge +1) at a distorted geometry. Source: the Open Molecules 2025 dataset; level of theory: wB97M-V/def2-TZVPD.

The geometry in ORCA input format:
```
! wB97M-V def2-TZVPD RIJCOSX def2/J DEFGRID3
* xyz 1 1
C -0.1503 -1.6283 0.1780
C 1.3936 0.1555 -0.1756
C 0.2144 1.8206 1.2041
C -0.5087 2.3467 0.1882
N 0.2864 -0.7334 -0.6557
N -0.9881 -2.5838 -0.0843
O 1.0922 0.7550 1.0103
H 2.1692 -0.5912 -0.1335
H 1.5744 0.9464 -0.8888
H 0.1290 2.2051 2.1868
H -0.7399 2.0470 -0.8141
H -1.0258 3.2811 0.3969
H 0.4205 -1.4693 1.0800
H 0.3009 -1.0544 -1.6117
H -1.2347 -3.2015 0.6699
H -1.4424 -2.5895 -0.9759
*
```

Values from the calculation:
DFT total energy: -9313.3834 eV
Molar mass: 101.13 Da
LUMO: -3.8 eV
E_HOMO: -13.03 eV
ΔE to the lowest compared entry with this formula, charge and spin: 2.632 eV
Kohn-Sham gap: 9.2146 eV
SMILES: C=COCNC=[NH2+]

Atomic partial charges in e from the Löwdin method, atoms 1 to 5:
1 C -0.141
2 C -0.171
3 C -0.132
4 C 0.045
5 N 0.101


# 2
2 unconnected molecules or ions with the total composition C4H9N2O at a distorted geometry. Source: the Open Molecules 2025 dataset; level of theory: wB97M-V/def2-TZVPD.

The geometry in ORCA input format:
```
! wB97M-V def2-TZVPD RIJCOSX def2/J DEFGRID3
* xyz 1 1
C 1.3421 1.3368 -0.2404
C 1.7516 0.2045 0.5683
C -0.6161 0.6558 0.4361
C -1.7770 -0.4906 -1.2227
N 0.1032 1.5251 -0.2569
N 0.4931 -0.3781 1.0635
O -1.6997 0.7028 1.1457
H 1.9088 2.1637 -0.6003
H 2.2948 -0.6080 0.1574
H 2.3733 0.5934 1.3890
H -1.0257 -0.5932 -1.9508
H -2.5168 0.2403 -1.4106
H -2.0589 -1.2388 -0.5150
H 0.4288 -1.3740 0.8968
H 0.4922 -0.2292 2.0433
H -2.4875 0.7551 0.5022
*
```

Values from the calculation:
DFT total energy: -9310.4782 eV
Molar mass: 101.13 Da
LUMO (spin up / spin down): -4.5 / -4.6 eV
E_HOMO (spin up / spin down): -12.52 / -12.85 eV
ΔE to the lowest compared entry with this formula, charge and spin: 5.538 eV
Kohn-Sham gap (spin up / spin down): 8.0643 / 8.2150 eV

Atomic partial charges in e from the Löwdin method, atoms 1 to 5:
1 C -0.075
2 C -0.092
3 C -0.384
4 C 0.135
5 N 0.147


# 3
2 unconnected molecules or ions with the total composition C4H9N2O at a distorted geometry. Source: the Open Molecules 2025 dataset; level of theory: wB97M-V/def2-TZVPD.

The geometry in ORCA input format:
```
! wB97M-V def2-TZVPD RIJCOSX def2/J DEFGRID3
* xyz 1 1
C -2.2511 -1.3226 0.3679
C -1.2125 -0.2655 0.5095
C -1.1379 1.0271 0.1421
N 0.1897 1.4277 0.2558
C 0.9197 0.3751 0.5602
N 0.1189 -0.6539 0.7261
H -2.4839 -1.7896 1.2786
H -1.9679 -1.9753 -0.4318
H -3.1604 -0.8651 -0.0241
H -1.9288 1.6966 -0.1451
H 0.4909 2.2999 -0.1556
H 1.9913 0.4488 0.6208
H 0.3850 -1.5756 1.0281
H 2.2114 -0.7891 -2.4687
H 2.8230 -0.7483 -1.1136
O 2.6887 -0.1828 -1.8804
*
```

Values from the calculation:
DFT total energy: -9315.4185 eV
Molar mass: 101.13 Da
LUMO: -3.2 eV
E_HOMO: -14.40 eV
ΔE to the lowest compared entry with this formula, charge and spin: 0.597 eV
Kohn-Sham gap: 11.2320 eV

Atomic partial charges in e from the Löwdin method, atoms 1 to 5:
1 C 0.010
2 C -0.225
3 C 0.019
4 N 0.136
5 C -0.082


# 4
2 unconnected molecules or ions with the total composition C4H9N2O at a distorted geometry. Source: the Open Molecules 2025 dataset; level of theory: wB97M-V/def2-TZVPD.

The geometry in ORCA input format:
```
! wB97M-V def2-TZVPD RIJCOSX def2/J DEFGRID3
* xyz 1 1
C 3.0257 0.1693 0.4175
C -1.4298 0.2500 0.3515
C -0.6431 -0.5969 -0.3108
C -2.1754 1.3564 -0.3128
N 2.1242 0.1376 -0.3805
N 0.3666 -1.5821 0.3216
O 3.8260 0.0402 1.2257
H -1.3262 0.3038 1.4576
H -0.4979 -0.7018 -1.4774
H -1.5005 2.1105 -0.7034
H -2.9103 1.9511 0.3510
H -2.7538 1.0205 -1.1922
H 1.8343 0.8354 -1.0597
H 1.3606 -1.2465 -0.0478
H 0.0883 -2.4694 -0.0327
H 0.6113 -1.5782 1.3923
*
```

Values from the calculation:
DFT total energy: -9313.4809 eV
Molar mass: 101.13 Da
LUMO: -3.4 eV
E_HOMO: -14.56 eV
ΔE to the lowest compared entry with this formula, charge and spin: 2.535 eV
Kohn-Sham gap: 11.1220 eV

Atomic partial charges in e from the Löwdin method, atoms 1 to 5:
1 C -0.343
2 C -0.138
3 C -0.117
4 C -0.094
5 N 0.152


# 5
2 unconnected molecules or ions with the total composition C4H9N2O at a distorted geometry. Source: the Open Molecules 2025 dataset; level of theory: wB97M-V/def2-TZVPD.

The geometry in ORCA input format:
```
! wB97M-V def2-TZVPD RIJCOSX def2/J DEFGRID3
* xyz 1 1
C -1.8959 -0.1005 0.2056
C -1.9871 0.3239 -1.1256
C -2.2690 -0.4708 1.3853
C 2.8012 0.1224 -0.6440
N 0.5522 -0.6455 -0.1728
N 1.6036 -0.2522 0.0941
O 1.9834 0.0873 1.5645
H -1.8831 -0.5316 -1.8185
H -1.2410 1.0553 -1.3993
H -3.1064 0.6861 -1.3775
H 1.2966 0.0871 2.1406
H -1.9671 -1.2485 2.0128
H -3.1212 0.1363 1.5238
H 3.5907 0.4825 0.0439
H 2.6296 1.0071 -1.2452
H 3.0134 -0.7386 -1.1876
*
```

Values from the calculation:
DFT total energy: -9307.9879 eV
Molar mass: 101.13 Da
LUMO: -6.0 eV
E_HOMO: -13.26 eV
ΔE to the lowest compared entry with this formula, charge and spin: 8.028 eV
Kohn-Sham gap: 7.2342 eV

Atomic partial charges in e from the Löwdin method, atoms 1 to 5:
1 C 0.012
2 C -0.051
3 C 0.151
4 C 0.025
5 N 0.184


# 6
2 unconnected molecules or ions with the total composition C4H9N2O at a distorted geometry. Source: the Open Molecules 2025 dataset; level of theory: wB97M-V/def2-TZVPD.

The geometry in ORCA input format:
```
! wB97M-V def2-TZVPD RIJCOSX def2/J DEFGRID3
* xyz 1 1
C -0.1677 -1.8425 0.5895
C -0.4596 -0.3895 0.4545
C -0.1741 0.6366 1.4159
N -0.2810 1.7494 0.7855
C -0.3739 1.5574 -0.6537
N -0.6147 0.1226 -0.7399
H -0.2248 -2.1516 1.6400
H 0.7604 -2.1556 0.1295
H -1.0423 -2.3949 0.2328
H 0.1213 0.6362 2.4557
H -0.2262 2.6557 1.2388
H -1.2878 2.0476 -1.0036
H 0.0989 -0.3979 -1.4636
H 0.5510 1.9164 -1.1095
H 1.9833 -1.0558 -2.3353
O 1.3372 -0.9342 -1.6368
*
```

Values from the calculation:
DFT total energy: -9311.5720 eV
Molar mass: 101.13 Da
LUMO: -7.0 eV
E_HOMO: -12.85 eV
ΔE to the lowest compared entry with this formula, charge and spin: 4.444 eV
Kohn-Sham gap: 5.8790 eV

Atomic partial charges in e from the Löwdin method, atoms 1 to 5:
1 C 0.014
2 C -0.196
3 C 0.131
4 N 0.154
5 C -0.042


# 7
2 unconnected molecules or ions with the total composition C4H9N2O at a distorted geometry. Source: the Open Molecules 2025 dataset; level of theory: wB97M-V/def2-TZVPD.

The geometry in ORCA input format:
```
! wB97M-V def2-TZVPD RIJCOSX def2/J DEFGRID3
* xyz 1 1
C 0.2848 0.5157 2.0543
C 0.3646 -0.2673 0.8999
C -1.6201 0.6767 0.8849
N -0.9403 1.0927 1.9162
N -0.7971 -0.1712 0.2511
C 1.4932 -1.1253 0.4203
H 0.9969 0.7821 2.8354
H -2.5302 1.1676 0.5403
H -1.1983 1.8759 2.5434
H -0.9985 -0.7060 -0.6130
H 1.1346 -2.1548 0.2530
H 2.3145 -1.1540 1.1561
H 1.8872 -0.7309 -0.5314
O -0.4086 -0.2023 -4.0966
H -0.0626 -0.0211 -4.9998
H 0.0798 0.4223 -3.5139
*
```

Values from the calculation:
DFT total energy: -9315.3615 eV
Molar mass: 101.13 Da
LUMO: -3.2 eV
E_HOMO: -14.20 eV
ΔE to the lowest compared entry with this formula, charge and spin: 0.654 eV
Kohn-Sham gap: 10.9761 eV

Atomic partial charges in e from the Löwdin method, atoms 1 to 5:
1 C 0.039
2 C -0.270
3 C -0.043
4 N 0.079
5 N 0.151


# 8
2 unconnected molecules or ions with the total composition C4H9N2O2 at a distorted geometry. Source: the Open Molecules 2025 dataset; level of theory: wB97M-V/def2-TZVPD.

The geometry in ORCA input format:
```
! wB97M-V def2-TZVPD RIJCOSX def2/J DEFGRID3
* xyz -1 1
N 2.0767 1.2830 -0.1908
C 1.8098 0.0600 0.4532
C 0.2890 -0.2569 0.4227
N -0.4694 0.9142 0.1696
C -1.8207 0.6398 -0.4053
C -2.4097 -0.6481 0.1279
O -3.0127 -0.5510 1.2173
O -2.1229 -1.6945 -0.5867
H 2.3350 1.0794 -1.1522
H 2.0165 -0.0390 1.4886
H 2.7770 -1.5415 0.0930
H 2.3228 -0.7252 -0.1173
H -0.0903 -0.8678 1.2856
H 0.2248 -1.0627 -0.3910
H 0.0726 1.4779 -0.4703
H -2.3741 1.5213 -0.2864
H -1.6247 0.4112 -1.6579
*
```

Values from the calculation:
DFT total energy: -11363.5196 eV
Molar mass: 117.13 Da
LUMO: 1.4 eV
E_HOMO: -4.00 eV
ΔE to the lowest compared entry with this formula, charge and spin: 7.646 eV
Kohn-Sham gap: 5.3697 eV

Atomic partial charges in e from the Löwdin method, atoms 1 to 5:
1 N 0.007
2 C -0.396
3 C -0.263
4 N -0.081
5 C -0.159


# 9
A gas-phase ion, C4H9N2O2 (charge -1) at a distorted geometry. Source: the Open Molecules 2025 dataset; level of theory: wB97M-V/def2-TZVPD.

The geometry in ORCA input format:
```
! wB97M-V def2-TZVPD RIJCOSX def2/J DEFGRID3
* xyz -1 1
C -0.6240 1.1608 0.4563
N -1.9212 1.5233 -0.0553
C 0.1494 -0.0090 -0.2265
C 1.5605 0.4747 -0.5965
N 0.2467 -1.1180 0.6860
C -0.1422 -2.4394 0.3208
O 0.3084 -3.3234 1.0874
O -0.8589 -2.5303 -0.7097
H -0.6575 1.0005 1.5341
H -0.0054 2.0502 0.3461
H -1.9688 2.0050 -0.9430
H -2.6341 0.8102 -0.0340
H -0.3680 -0.3782 -1.1096
H 1.7284 0.6863 -1.6686
H 2.3817 -0.2024 -0.3177
H 1.8382 1.4336 -0.1516
H 0.9670 -1.1439 1.3816
*
```

Values from the calculation:
DFT total energy: -11370.6641 eV
Molar mass: 117.13 Da
LUMO: 3.8 eV
E_HOMO: -3.92 eV
ΔE to the lowest compared entry with this formula, charge and spin: 0.501 eV
Kohn-Sham gap: 7.7297 eV
SMILES: C[C@H](CN)NC(=O)[O-]

Atomic partial charges in e from the Löwdin method, atoms 1 to 5:
1 C -0.257
2 N -0.020
3 C -0.365
4 C -0.076
5 N 0.019


# 10
A gas-phase ion, C4H9N2O2 (charge -1) at a distorted geometry. Source: the Open Molecules 2025 dataset; level of theory: wB97M-V/def2-TZVPD.

The geometry in ORCA input format:
```
! wB97M-V def2-TZVPD RIJCOSX def2/J DEFGRID3
* xyz -1 1
C -0.2234 1.1938 0.6715
N -0.6132 2.3859 -0.0778
C -0.1489 -0.1515 -0.0751
C 0.4528 -0.0322 -1.4882
N 0.4966 -1.1620 0.6751
C -0.1110 -2.3576 1.1859
O 0.7112 -3.1393 1.7047
O -1.3511 -2.3837 1.1042
H -0.8415 1.0529 1.5662
H 0.7741 1.3594 1.0933
H 0.1331 2.6496 -0.6957
H -1.4122 2.1643 -0.6506
H -1.1948 -0.4003 -0.2287
H 0.4642 0.9686 -1.9679
H -0.1010 -0.6976 -2.1530
H 1.4933 -0.3976 -1.5316
H 1.4717 -1.0528 0.8678
*
```

Values from the calculation:
DFT total energy: -11370.8755 eV
Molar mass: 117.13 Da
LUMO: 3.7 eV
E_HOMO: -4.00 eV
ΔE to the lowest compared entry with this formula, charge and spin: 0.290 eV
Kohn-Sham gap: 7.6563 eV
SMILES: C[C@H](CN)NC(=O)[O-]

Atomic partial charges in e from the Löwdin method, atoms 1 to 5:
1 C -0.259
2 N -0.020
3 C -0.424
4 C -0.068
5 N 0.037


Question: What is the formula in the third record?
Answer: C4H9N2O


Question: molar mass of number 5 (C4H9N2O)?
Answer: 101.13 Da